Molecular formula: C6H11NO
Method: DFT, ωB97M-V/def2-TZVPD

Each line ends with the natural charge from an NBO analysis.
Element x y z (Å)
1 C -1.87 -1.19 -1.13  -0.63
2 C -1.34 -0.51 0.21  -0.23
3 C -0.70 0.86 0.10  -0.13
4 N 0.41 1.48 -0.60  -0.63
5 C 1.71 1.04 0.13  -0.21
6 C 1.04 0.03 1.40  -0.40
7 C 0.05 -0.39 0.34  0.24
8 O 0.89 -0.94 -0.84  -0.75
9 H -1.20 -0.74 -2.03  0.26
10 H -3.07 -1.12 -1.21  0.22
11 H -1.44 -2.35 -1.16  0.21
12 H -1.96 -0.72 1.04  0.24
13 H -1.08 1.38 1.01  0.17
14 H 0.36 2.50 -0.73  0.38
15 H 2.48 0.69 -0.61  0.22
16 H 2.22 1.91 0.53  0.17
17 H 1.81 -0.51 1.92  0.21
18 H 0.30 0.57 2.23  0.21
19 H 1.38 -2.00 -0.61  0.48

As for the relative energy (zero: lowest compared OMol25 entry of this formula, charge and spin): 8.435 eV. The electronic energy is -364.9215 Ha. Its HOMO-LUMO gap is 8.51 eV. As for the SMILES: C[C@@H]1[C@@H]2NCC[C@@]12O. As for the total charge: 0.